1.
{
  "formula": "C22H39Cl2DyN4O3S",
  "method": "the ωB97M-V functional and the def2-TZVPD basis",
  "elements": ["O", "C", "C", "C", "H", "C", "H", "C", "H", "C", "H", "C", "H", "H", "C", "C", "H", "H", "H", "C", "C", "H", "H", "H", "H", "Dy", "Cl", "Cl", "C", "O", "N", "C", "C", "H", "H", "H", "H", "H", "H", "H", "H", "H", "C", "C", "N", "H", "C", "O", "H", "H", "H", "H", "C", "C", "N", "C", "S", "N", "C", "C", "H", "H", "H", "H", "H", "H", "H", "H", "H", "H", "H", "H"],
  "coordinates": [[1.379, 0.953, -1.145], [1.428, 1.556, -2.371], [1.425, 3.085, -2.246], [1.076, 3.762, -1.071], [0.783, 3.206, -0.177], [1.048, 5.161, -1.068], [0.749, 5.689, -0.161], [1.376, 5.882, -2.221], [1.354, 6.974, -2.212], [1.750, 5.202, -3.388], [1.997, 5.751, -4.300], [1.784, 3.810, -3.387], [2.046, 3.257, -4.293], [2.331, 1.326, -2.974], [0.377, -0.468, -3.590], [0.283, 0.974, -3.205], [-0.249, -0.685, -4.459], [0.049, -1.131, -2.777], [1.415, -0.716, -3.814], [-0.837, 1.703, -3.347], [-2.097, 1.241, -3.988], [-0.897, 2.695, -2.896], [-2.290, 1.855, -4.881], [-2.927, 1.377, -3.278], [-2.101, 0.184, -4.295], [-0.206, 0.043, 0.055], [-1.157, 2.078, 1.461], [-2.297, -0.538, -1.415], [-2.454, -1.215, 1.557], [-1.216, -1.477, 1.494], [-3.351, -2.013, 2.087], [-2.926, -3.294, 2.674], [-4.717, -1.515, 2.284], [-2.839, -0.285, 1.100], [-1.871, -3.454, 2.418], [-3.531, -4.116, 2.275], [-3.056, -3.278, 3.764], [-4.752, -0.499, 1.858], [-4.945, -1.485, 3.360], [-5.432, -2.157, 1.751], [1.918, -5.065, -0.929], [4.402, -4.160, -0.588], [1.881, -4.270, -1.688], [4.153, -3.308, -1.241], [2.702, -3.124, -1.280], [0.846, -3.962, -1.862], [2.155, -2.030, -0.749], [0.922, -1.907, -0.527], [4.600, -2.383, -0.850], [2.867, -1.216, -0.517], [2.300, -4.688, -2.608], [4.532, -3.505, -2.254], [-0.935, -2.010, 5.673], [0.421, -1.433, 5.329], [0.451, -0.994, 3.911], [1.099, 0.108, 3.437], [2.017, 0.028, 1.997], [0.998, 1.267, 4.099], [-0.038, 1.627, 5.111], [0.692, 2.177, 6.308], [-1.748, -1.301, 5.490], [-0.955, -2.249, 6.737], [-1.140, -2.933, 5.122], [0.688, -0.592, 5.979], [1.193, -2.213, 5.418], [0.514, -1.782, 3.264], [1.342, 2.069, 3.571], [-0.685, 2.377, 4.638], [-0.641, 0.742, 5.328], [1.258, 3.064, 6.021], [0.001, 2.441, 7.101], [1.397, 1.446, 6.708]],
  "mulliken_charge": [-0.1810, 0.5805, -0.4916, 0.1557, 0.2195, -0.7133, 0.3852, -0.3730, 0.3588, -0.7125, 0.3630, -0.1496, 0.3426, 0.3213, -1.4759, 0.3273, 0.4650, 0.0833, 0.3736, 0.2400, -1.4925, 0.3564, 0.3930, 0.2712, 0.3046, 0.2562, -0.6135, -0.5383, 0.1404, -0.4086, 0.2741, -0.8375, -0.8981, 0.4631, 0.1910, 0.3535, 0.2505, 0.2953, 0.3017, 0.3236, 0.3216, 0.3163, -0.9635, -0.8879, 0.2662, 0.2606, 0.4909, -0.6319, 0.2780, 0.1053, 0.3532, 0.3167, -1.0482, -0.5615, 0.1855, 0.0106, -0.3837, 0.0067, -0.2972, -1.2107, 0.2674, 0.4312, 0.2539, 0.1451, 0.4184, 0.2213, 0.3442, 0.3902, 0.0824, 0.3503, 0.3671, 0.2964],
  "molar_mass_g_mol": 673.052,
  "homo_energy_ev": [-7.56, -7.57],
  "max_force_ev_per_a": 2.230,
  "multiplicity": 6,
  "orbital_gap_ev": [7.771, 7.802],
  "s2": 9.275
}

---

2.
{
  "formula": "C22H40BrNO8S5",
  "method": "the ωB97M-V functional and the def2-TZVPD basis",
  "elements": ["C", "C", "C", "Br", "C", "C", "C", "C", "O", "C", "C", "C", "C", "O", "N", "C", "O", "H", "H", "H", "H", "H", "H", "H", "H", "H", "H", "C", "S", "O", "C", "H", "H", "H", "H", "H", "H", "C", "S", "O", "C", "H", "H", "H", "H", "H", "H", "C", "S", "O", "C", "H", "H", "H", "H", "H", "H", "C", "S", "O", "C", "H", "H", "H", "H", "H", "H", "C", "S", "O", "C", "H", "H", "H", "H", "H", "H"],
  "coordinates": [[-3.121, -0.844, 4.333], [-2.278, -1.120, 3.125], [-1.354, -2.163, 3.053], [-1.293, -3.347, 4.536], [-0.505, -2.383, 1.954], [0.693, -3.273, 2.017], [2.009, -2.468, 1.944], [2.136, -1.292, 2.825], [1.975, -1.239, 1.309], [-0.813, -1.729, 0.765], [-1.741, -0.719, 0.801], [-2.377, -0.350, 1.974], [-3.113, 0.907, 1.697], [-3.578, 1.703, 2.468], [-3.105, 1.121, 0.261], [-2.249, 0.130, -0.307], [-1.992, -0.025, -1.469], [-2.509, -0.510, 5.170], [-3.841, -0.063, 4.107], [-3.663, -1.739, 4.635], [0.752, -3.781, 2.976], [0.736, -3.983, 1.193], [2.890, -3.093, 1.810], [1.258, -0.779, 3.198], [3.073, -0.762, 2.915], [-0.312, -1.998, -0.152], [-4.041, 0.988, -0.111], [-0.756, 3.912, -1.180], [0.776, 2.982, -1.137], [1.839, 3.905, -0.654], [0.969, 2.862, -2.919], [-1.047, 4.135, -0.156], [-0.596, 4.840, -1.728], [-1.534, 3.312, -1.655], [1.003, 3.865, -3.346], [0.137, 2.293, -3.333], [1.904, 2.342, -3.114], [2.914, -6.329, -1.422], [3.682, -6.228, 0.188], [3.149, -5.000, 0.852], [5.323, -5.816, -0.406], [1.856, -6.539, -1.273], [3.031, -5.376, -1.939], [3.376, -7.141, -1.986], [5.274, -4.901, -0.996], [5.702, -6.643, -1.007], [5.962, -5.666, 0.461], [1.250, 7.985, -2.319], [-0.544, 7.905, -2.367], [-0.988, 8.719, -3.531], [-0.827, 8.878, -0.893], [1.629, 7.456, -3.190], [1.564, 9.028, -2.351], [1.608, 7.498, -1.411], [-0.372, 9.862, -1.014], [-0.408, 8.359, -0.032], [-1.901, 8.973, -0.759], [3.519, -11.281, -4.456], [2.606, -9.915, -3.734], [3.599, -9.077, -3.007], [1.747, -10.886, -2.493], [4.161, -10.873, -5.233], [4.124, -11.759, -3.686], [2.818, -11.991, -4.894], [2.476, -11.392, -1.860], [1.096, -11.608, -2.985], [1.149, -10.202, -1.895], [-3.917, 8.120, 3.427], [-4.119, 7.290, 1.848], [-2.870, 7.529, 1.077], [-5.352, 8.419, 1.193], [-3.143, 7.591, 3.979], [-3.613, 9.153, 3.258], [-4.855, 8.079, 3.980], [-4.947, 9.431, 1.180], [-6.250, 8.371, 1.808], [-5.584, 8.100, 0.179]],
  "mulliken_charge": [-2.0497, 1.2320, 0.1901, -0.2053, 0.8069, -1.1117, 0.0466, -0.6206, -0.4494, -0.5704, -0.1553, 0.1143, 0.2399, -0.5877, -0.2184, 0.2278, -0.5845, 0.3812, 0.3641, 0.4451, 0.2111, 0.2538, 0.6255, 0.1893, 0.3847, 0.5624, 0.3092, -0.6631, 0.6213, -0.6832, -0.9224, 0.3207, 0.0792, 0.3270, 0.2858, 0.3268, 0.3270, -0.7643, 0.3512, -0.5121, -0.9823, 0.3026, 0.3396, 0.2607, 0.3120, 0.3877, 0.3199, -1.0020, 0.5560, -0.6814, -0.8986, 0.3203, 0.3769, 0.3456, 0.4091, 0.3205, 0.2200, -0.9787, 0.4980, -0.6188, -0.9087, 0.3161, 0.3101, 0.3811, 0.3001, 0.3600, 0.3017, -0.9619, 0.4285, -0.5021, -0.9572, 0.3096, 0.3041, 0.3860, 0.2958, 0.3960, 0.3085],
  "molar_mass_g_mol": 686.800,
  "homo_energy_ev": -8.26,
  "max_force_ev_per_a": 3.053,
  "orbital_gap_ev": 8.062
}

---

3.
{
  "formula": "C22H40ClN3O5P3Pd",
  "method": "the ωB97M-V functional and the def2-TZVPD basis",
  "elements": ["Pd", "C", "P", "C", "C", "C", "C", "C", "C", "C", "P", "C", "C", "H", "H", "H", "H", "H", "H", "H", "H", "H", "H", "H", "H", "H", "H", "H", "H", "O", "Cl", "O", "O", "O", "O", "P", "N", "C", "C", "C", "C", "N", "C", "C", "C", "C", "N", "C", "C", "C", "C", "H", "H", "H", "H", "H", "H", "H", "H", "H", "H", "H", "H", "H", "H", "H", "H", "H", "H", "H", "H", "H", "H", "H", "H"],
  "coordinates": [[1.042, -1.663, -0.488], [-1.846, -1.990, -2.292], [-0.039, -2.017, -2.354], [0.367, -3.685, -2.903], [0.443, -0.805, -3.630], [-0.530, -0.415, -4.550], [-0.255, 0.524, -5.535], [0.999, 1.097, -5.606], [1.975, 0.719, -4.697], [1.716, -0.225, -3.711], [3.022, -0.677, -2.551], [4.615, -0.516, -3.356], [3.068, 0.626, -1.312], [-2.276, -2.387, -3.214], [-2.224, -0.986, -2.107], [-2.154, -2.643, -1.478], [0.165, -3.763, -3.974], [-0.262, -4.393, -2.364], [1.413, -3.896, -2.703], [-1.522, -0.839, -4.514], [-1.026, 0.801, -6.241], [1.221, 1.833, -6.365], [2.954, 1.173, -4.772], [4.665, -1.116, -4.264], [5.362, -0.892, -2.654], [4.841, 0.521, -3.585], [3.313, 1.571, -1.800], [3.835, 0.390, -0.571], [2.114, 0.742, -0.788], [2.928, -3.962, 2.138], [2.710, -3.368, 0.855], [2.436, -1.839, 1.049], [1.350, -3.774, 0.327], [2.751, -2.055, -1.986], [0.314, -0.061, 0.658], [-0.672, 0.528, 1.638], [-1.447, 1.770, 0.901], [-2.190, 2.815, 1.624], [-2.853, 3.604, 0.501], [-1.813, 3.540, -0.611], [-1.293, 2.108, -0.518], [0.028, 1.179, 2.969], [0.339, 0.381, 4.177], [1.605, 1.024, 4.740], [1.534, 2.459, 4.232], [1.005, 2.271, 2.818], [-1.666, -0.628, 2.238], [-2.852, -0.313, 3.037], [-3.247, -1.673, 3.594], [-2.971, -2.605, 2.419], [-1.726, -2.007, 1.743], [-1.510, 3.450, 2.200], [-2.912, 2.390, 2.319], [-3.109, 4.618, 0.801], [-3.771, 3.103, 0.186], [-1.004, 4.245, -0.412], [-2.220, 3.770, -1.594], [-0.249, 2.020, -0.822], [-1.887, 1.435, -1.146], [0.491, -0.669, 3.928], [-0.493, 0.450, 4.882], [2.484, 0.526, 4.328], [1.654, 0.949, 5.824], [2.495, 2.971, 4.252], [0.824, 3.043, 4.821], [1.814, 1.966, 2.142], [0.533, 3.165, 2.407], [-3.655, 0.100, 2.412], [-2.613, 0.416, 3.813], [-4.281, -1.705, 3.933], [-2.603, -1.923, 4.439], [-3.817, -2.595, 1.729], [-2.806, -3.635, 2.727], [-1.823, -2.022, 0.657], [-0.811, -2.548, 2.009]],
  "mulliken_charge": [0.5886, -1.5224, 2.0539, -1.4945, 0.1530, -0.6064, -0.8844, -0.8980, -0.6039, 0.4697, 1.0553, -1.3562, -0.6781, 0.5945, 0.3539, 0.4010, 0.4560, 0.4057, 0.3603, 0.3297, 0.4406, 0.4280, 0.3238, 0.3968, 0.4192, 0.4332, 0.5817, 0.4301, -0.2894, -0.5127, 1.1044, -0.6686, -0.6464, -0.7485, 0.5562, -2.5899, 0.8557, -0.4653, -0.8041, -0.7497, 0.1669, 0.4780, -0.2819, -0.7542, -0.7194, -0.4017, 1.0320, -0.6689, -0.8374, -0.6663, 0.0385, 0.2821, 0.2346, 0.4044, 0.2902, 0.2877, 0.4293, -0.1071, -0.0134, 0.2688, 0.2594, 0.2784, 0.3972, 0.3877, 0.2879, 0.1026, 0.2507, 0.2979, 0.4500, 0.4073, 0.2881, 0.3447, 0.4023, -0.4920, 0.2026],
  "molar_mass_g_mol": 661.373,
  "homo_energy_ev": [-11.29, -11.29],
  "charge": 1,
  "max_force_ev_per_a": 0.758,
  "orbital_gap_ev": [7.610, 7.609]
}